Entry 1:
The following is a DFT calculation (ωB97M-V with the def2-TZVPD basis set) of 8 unconnected molecules or ions with the total composition C57H128N8O8.

Geometry as XYZ:
```
201
C57H128N8O8 | OMol25 | ωB97M-V with the def2-TZVPD basis set
C -1.35 -13.83 10.95
C -0.10 -13.08 10.54
C -0.33 -11.56 10.66
C 1.02 -13.49 11.50
C 2.40 -13.13 10.96
C 2.64 -13.66 9.57
C 1.57 -13.24 8.57
C 1.83 -11.81 8.04
C 1.66 -14.18 7.36
N 0.27 -13.39 9.17
O -0.80 -13.26 8.27
H -2.26 -13.64 10.38
H -1.14 -14.90 10.89
H -1.62 -13.61 11.99
H -1.12 -11.30 9.97
H -0.60 -11.27 11.68
H 0.56 -10.98 10.41
H 0.80 -12.93 12.41
H 1.04 -14.55 11.76
H 2.54 -12.04 10.96
H 3.17 -13.46 11.66
H 2.63 -14.76 9.56
H 3.63 -13.35 9.23
H 2.24 -11.13 8.79
H 0.93 -11.40 7.58
H 2.53 -11.84 7.20
H 0.98 -13.84 6.57
H 1.39 -15.20 7.65
H 2.66 -14.22 6.92
H -1.01 -14.16 8.01
C -2.81 -4.79 8.47
C -1.61 -5.64 8.05
C -1.02 -5.08 6.74
C -0.57 -5.54 9.15
C 0.56 -6.55 9.12
C 0.00 -7.96 8.99
C -1.09 -8.14 7.95
C -0.50 -8.20 6.51
C -1.79 -9.46 8.21
N -2.05 -7.03 8.03
O -3.08 -7.20 7.07
H -2.53 -3.73 8.56
H -3.66 -4.92 7.81
H -3.08 -5.04 9.50
H 0.01 -5.40 6.59
H -1.57 -5.56 5.93
H -1.17 -4.01 6.63
H -0.08 -4.56 9.05
H -0.98 -5.44 10.16
H 1.24 -6.43 8.27
H 1.24 -6.50 9.97
H -0.25 -8.32 10.00
H 0.81 -8.66 8.72
H -1.15 -7.74 5.77
H -0.31 -9.23 6.20
H 0.45 -7.66 6.49
H -2.21 -9.49 9.22
H -1.18 -10.34 8.00
H -2.59 -9.66 7.49
H -3.87 -7.32 7.61
C -2.07 -1.45 19.91
C -3.09 -0.94 18.87
C -2.43 -0.78 17.50
C -4.23 -1.97 18.82
C -5.50 -1.49 18.13
C -6.00 -0.24 18.86
C -4.94 0.86 18.95
C -4.84 1.55 17.58
C -5.43 1.86 19.98
N -3.69 0.27 19.42
O -2.71 1.27 19.67
H -2.55 -1.46 20.89
H -1.81 -2.49 19.74
H -1.24 -0.75 19.90
H -2.12 -1.76 17.15
H -3.11 -0.28 16.82
H -1.52 -0.17 17.54
H -3.86 -2.74 18.13
H -4.44 -2.41 19.79
H -5.28 -1.22 17.09
H -6.27 -2.26 18.20
H -6.38 -0.52 19.85
H -6.87 0.14 18.32
H -3.93 2.13 17.49
H -5.71 2.20 17.44
H -4.95 0.86 16.74
H -6.45 2.16 19.73
H -4.84 2.78 19.98
H -5.42 1.40 20.97
H -2.87 1.51 20.59
C -2.76 -8.43 14.16
C -1.72 -7.35 13.90
C -0.43 -7.97 13.34
C -2.34 -6.43 12.82
C -1.79 -5.02 12.81
C -1.74 -4.36 14.19
C -1.00 -5.26 15.19
C 0.53 -5.20 14.97
C -1.29 -4.72 16.59
N -1.56 -6.60 15.15
O -1.05 -7.41 16.20
H -3.01 -9.03 13.28
H -2.38 -9.14 14.90
H -3.68 -7.99 14.56
H 0.18 -7.31 12.73
H 0.22 -8.31 14.15
H -0.68 -8.89 12.82
H -2.03 -6.86 11.86
H -3.43 -6.51 12.77
H -0.74 -5.01 12.50
H -2.31 -4.36 12.11
H -2.75 -4.18 14.57
H -1.19 -3.42 14.15
H 0.89 -4.17 15.01
H 0.82 -5.62 14.01
H 0.97 -5.79 15.77
H -0.94 -3.69 16.68
H -0.74 -5.31 17.32
H -2.35 -4.76 16.82
H -1.89 -7.65 16.61
C -6.11 -9.14 12.17
C -5.90 -9.40 10.68
C -4.85 -8.42 10.11
C -5.35 -10.83 10.51
C -5.45 -11.36 9.08
C -6.88 -11.28 8.57
C -7.42 -9.86 8.66
C -6.94 -9.08 7.42
C -8.96 -10.00 8.49
N -7.16 -9.29 9.96
O -7.61 -7.93 10.06
H -7.11 -9.49 12.44
H -5.50 -9.86 12.73
H -5.88 -8.13 12.50
H -4.53 -8.76 9.13
H -5.26 -7.41 10.10
H -4.01 -8.41 10.81
H -4.27 -10.81 10.72
H -5.83 -11.47 11.25
H -4.86 -10.62 8.52
H -4.95 -12.31 8.94
H -7.50 -12.01 9.10
H -6.85 -11.64 7.54
H -5.86 -9.14 7.27
H -7.23 -8.03 7.53
H -7.46 -9.49 6.56
H -9.48 -9.06 8.70
H -9.33 -10.71 9.22
H -9.20 -10.36 7.49
H -8.56 -8.04 10.02
C 7.23 -7.03 12.09
O 6.25 -6.06 11.78
C 5.66 -5.53 12.94
C 4.80 -4.31 12.55
C 3.63 -4.76 11.72
N 5.61 -3.34 11.79
H 6.82 -7.78 12.77
H 8.11 -6.55 12.55
H 7.62 -7.40 11.15
H 5.07 -6.29 13.47
H 6.46 -5.10 13.56
H 4.48 -3.79 13.45
H 3.05 -5.48 12.30
H 3.77 -5.21 10.73
H 3.00 -3.95 11.33
H 5.91 -3.79 10.93
H 6.46 -3.14 12.30
C -8.60 -3.24 15.08
O -7.63 -3.61 14.12
C -6.49 -4.24 14.70
C -5.87 -5.16 13.68
C -5.26 -4.40 12.50
N -6.84 -6.19 13.22
H -8.94 -4.10 15.67
H -9.42 -2.79 14.53
H -8.18 -2.55 15.82
H -5.74 -3.51 15.03
H -6.84 -4.73 15.61
H -5.06 -5.74 14.14
H -4.50 -3.70 12.85
H -5.99 -3.91 11.86
H -4.69 -5.10 11.88
H -6.52 -6.54 12.32
H -7.69 -5.67 13.03
C -2.85 -9.29 18.28
O -3.18 -7.92 18.37
C -4.51 -7.68 18.82
C -4.80 -6.22 18.46
C -6.07 -5.74 19.12
N -4.94 -6.13 16.98
H -3.20 -9.87 19.13
H -1.76 -9.37 18.23
H -3.28 -9.67 17.34
H -5.24 -8.31 18.30
H -4.48 -7.80 19.91
H -3.88 -5.71 18.75
H -6.79 -6.57 19.13
H -6.55 -4.94 18.56
H -5.90 -5.41 20.15
H -5.37 -7.01 16.66
H -4.00 -6.32 16.62
```

Results
* total energy: -3288.27516 Eh
* SMILES: CC1(C)CCCC(C)(C)N1O.CC1(C)CCCC(C)(C)N1O.CC1(C)CCCC(C)(C)N1O.CC1(C)CCCC(C)(C)N1O.CC1(C)CCCC(C)(C)N1O.COC[C@H](C)N.COC[C@H](C)N.COC[C@H](C)N
* F_max: 2.11 eV Å⁻¹
* ΔE to the lowest compared entry with this formula, charge and spin: 1.077 eV

Results of the Mulliken charge analysis, in e, for atoms 1 through 4: number 1, C, carries -2.08; number 2, C, carries 1.92; number 3, C, carries -1.37; number 4, C, carries -1.26



Entry 2:
The following is a DFT calculation (ωB97M-V with the def2-TZVPD basis set) of 16 unconnected molecules or ions with the total composition C57H141N5O16.

Geometry as XYZ:
```
219
C57H141N5O16 | OMol25 | ωB97M-V with the def2-TZVPD basis set
C -5.63 3.71 0.31
C -5.29 3.19 1.76
C -6.20 3.86 2.81
O -5.59 1.79 1.92
H -5.55 4.80 0.21
H -6.67 3.37 0.15
H -5.02 3.05 -0.33
H -4.22 3.33 1.99
H -7.23 3.74 2.50
H -5.98 4.93 2.87
H -6.11 3.30 3.73
H -5.01 1.28 1.34
C 4.06 6.61 1.00
C 3.80 5.59 2.11
C 2.81 6.04 3.19
O 3.30 4.44 1.47
H 3.09 6.89 0.56
H 4.61 6.18 0.19
H 4.58 7.49 1.38
H 4.77 5.33 2.63
H 3.22 6.91 3.70
H 2.44 5.24 3.86
H 1.92 6.42 2.67
H 3.21 3.70 2.11
C -0.73 4.52 4.08
C -1.73 4.15 5.10
C -2.67 3.11 4.56
O -1.07 3.49 6.22
H -0.03 5.29 4.40
H -1.22 4.91 3.20
H -0.06 3.66 3.91
H -2.38 4.98 5.48
H -3.29 2.67 5.39
H -2.12 2.33 4.06
H -3.42 3.61 3.93
H -0.81 4.13 6.85
C -4.87 2.72 -6.06
C -4.27 1.35 -6.33
C -4.64 0.36 -5.17
O -4.76 0.76 -7.59
H -5.95 2.62 -5.80
H -4.85 3.34 -6.96
H -4.32 3.19 -5.28
H -3.18 1.42 -6.54
H -4.38 0.85 -4.25
H -4.05 -0.53 -5.18
H -5.73 0.21 -5.13
H -5.72 0.89 -7.78
O -3.99 5.17 -3.28
H -4.53 5.69 -3.91
H -4.43 4.36 -3.09
O -2.94 -2.25 -1.61
H -2.12 -1.77 -1.70
H -2.62 -3.16 -1.29
O -4.18 0.26 -0.12
H -3.24 0.55 -0.02
H -4.07 -0.68 -0.19
O 2.23 4.89 -1.20
H 2.80 4.19 -1.58
H 2.57 5.02 -0.28
O 2.45 2.34 3.34
H 2.97 1.87 2.68
H 1.54 2.44 3.03
O 1.57 -0.80 -2.86
H 1.26 -1.40 -3.60
H 2.53 -0.71 -2.99
O 0.38 7.15 -1.98
H -0.35 6.84 -2.52
H 1.03 6.46 -1.90
C -1.73 -3.80 5.27
C -0.74 -3.01 6.21
C 0.59 -2.60 5.37
C 0.39 -1.32 4.64
C -0.09 -0.24 5.61
C -1.49 -0.59 6.29
N -1.25 -1.85 6.93
O -2.51 -2.27 7.57
C -1.76 0.43 7.38
C -2.64 -0.59 5.24
C -0.19 -3.97 7.29
H -2.60 -4.03 5.87
H -1.34 -4.79 4.96
H -1.94 -3.17 4.42
H 1.38 -2.49 6.11
H 0.89 -3.48 4.80
H -0.24 -1.48 3.78
H 1.33 -0.95 4.19
H -0.24 0.70 5.08
H 0.60 -0.06 6.43
H -1.44 0.26 8.39
H -1.38 1.41 7.09
H -2.80 0.65 7.43
H -2.34 -1.02 4.26
H -3.47 -1.19 5.63
H -3.10 0.37 5.06
H 0.56 -3.50 7.90
H 0.19 -4.88 6.78
H -0.94 -4.30 8.00
H -2.11 -2.38 8.44
C 6.13 1.12 4.03
C 6.56 0.89 2.58
C 7.65 -0.11 2.51
C 7.19 -1.49 2.85
C 6.05 -1.90 1.98
C 4.90 -0.90 2.01
N 5.49 0.37 1.67
O 4.37 1.31 1.71
C 4.02 -1.23 0.73
C 4.14 -1.15 3.26
C 7.01 2.15 1.92
H 6.88 1.78 4.49
H 6.14 0.17 4.62
H 5.12 1.65 4.06
H 8.01 -0.19 1.49
H 8.55 0.17 3.15
H 6.89 -1.65 3.87
H 7.97 -2.26 2.66
H 5.58 -2.87 2.12
H 6.46 -1.83 0.91
H 4.57 -0.74 -0.10
H 4.04 -2.36 0.60
H 3.01 -0.88 0.80
H 4.66 -1.37 4.18
H 3.54 -0.26 3.42
H 3.34 -1.87 3.06
H 7.81 2.51 2.52
H 6.28 2.90 1.99
H 7.37 1.93 0.93
H 4.49 1.98 1.00
C 2.47 -2.92 -7.47
C 1.69 -1.64 -7.32
C 0.99 -1.04 -8.52
C -0.29 -1.69 -8.88
C -1.25 -1.64 -7.73
C -0.72 -2.44 -6.56
N 0.58 -1.78 -6.27
O 1.27 -2.54 -5.16
C -1.59 -2.25 -5.26
C -0.61 -3.96 -6.85
C 2.68 -0.57 -6.91
H 2.82 -3.21 -6.46
H 3.26 -2.75 -8.16
H 1.80 -3.72 -7.81
H 0.87 0.04 -8.40
H 1.76 -1.09 -9.33
H 0.02 -2.70 -9.14
H -0.76 -1.21 -9.77
H -2.24 -1.95 -8.06
H -1.39 -0.59 -7.40
H -1.09 -2.64 -4.40
H -1.82 -1.17 -5.15
H -2.54 -2.82 -5.47
H -0.41 -4.57 -5.98
H -1.56 -4.39 -7.24
H 0.15 -4.20 -7.56
H 3.27 -0.34 -7.80
H 3.26 -0.90 -6.09
H 2.15 0.33 -6.52
H 0.76 -3.36 -5.01
C 1.03 1.34 0.22
C -0.48 1.32 0.53
C -0.91 2.72 0.93
C -1.03 3.74 -0.09
C -1.95 3.29 -1.15
C -1.49 1.96 -1.76
N -1.39 1.04 -0.62
O -0.98 -0.24 -1.06
C -2.50 1.42 -2.76
C -0.17 2.11 -2.52
C -0.73 0.26 1.64
H 1.38 2.23 -0.33
H 1.19 0.42 -0.38
H 1.59 1.29 1.13
H -1.93 2.66 1.43
H -0.22 3.05 1.70
H -0.07 4.06 -0.50
H -1.39 4.69 0.30
H -2.07 4.07 -1.92
H -2.88 2.92 -0.65
H -3.49 1.35 -2.29
H -2.46 2.29 -3.52
H -2.18 0.52 -3.30
H 0.17 1.13 -2.79
H -0.13 2.80 -3.38
H 0.50 2.58 -1.87
H -0.27 0.65 2.59
H -0.36 -0.66 1.31
H -1.80 0.21 1.76
H -0.19 -0.14 -1.60
C -1.85 -5.83 -3.19
C -0.81 -5.67 -2.10
C 0.29 -4.71 -2.59
C 1.17 -4.34 -1.46
C 0.44 -3.70 -0.28
C -0.69 -4.60 0.23
N -1.51 -4.89 -0.96
O -2.58 -5.69 -0.51
C -0.25 -5.83 1.09
C -1.47 -3.79 1.29
C -0.36 -7.13 -1.71
H -1.31 -6.01 -4.16
H -2.52 -4.94 -3.27
H -2.48 -6.63 -2.87
H 0.83 -5.20 -3.40
H -0.22 -3.84 -3.01
H 2.02 -3.72 -1.77
H 1.69 -5.24 -1.14
H 0.02 -2.71 -0.51
H 1.06 -3.55 0.58
H 0.56 -6.43 0.62
H 0.13 -5.38 1.97
H -1.13 -6.44 1.24
H -2.40 -4.28 1.62
H -0.81 -3.81 2.14
H -1.70 -2.81 0.98
H -1.03 -7.45 -0.96
H 0.63 -7.28 -1.26
H -0.49 -7.70 -2.63
H -3.26 -5.19 -0.03
```

Results
* total energy: -3733.71224 Eh
* F_max: 3.52 eV Å⁻¹

Results of the Mulliken charge analysis, in e, for atoms 1 through 4: number 1, C, carries -0.86; number 2, C, carries 1.82; number 3, C, carries -1.67; number 4, O, carries -0.63